The following is a quantum chemistry calculation of a structure of composition C14H22N3O6 at a distorted geometry, from the Open Molecules 2025 dataset.

Geometry as ORCA input:
```
! RIJCOSX wB97M-V def2-TZVPD def2/J DEFGRID3
* xyz -1 1
C -2.980 1.923 5.201
O -1.738 1.899 4.467
C -1.915 2.249 3.167
N -0.631 2.106 2.561
N -0.470 2.744 1.462
C 0.791 2.649 0.941
C 1.746 1.635 1.459
C 0.928 3.484 -0.228
C 2.253 3.537 -0.879
O 3.128 2.665 -0.679
N 2.498 4.662 -1.602
C 3.821 4.828 -2.093
C 1.698 5.883 -1.657
O -2.981 2.568 2.664
H -2.758 1.517 6.201
H -3.388 2.938 5.281
H -3.734 1.316 4.692
H 2.780 1.988 1.341
H 1.560 1.468 2.534
H 1.575 0.690 0.893
H 0.308 4.461 -0.089
H 4.384 3.962 -1.740
H 3.791 4.881 -3.190
H 4.255 5.775 -1.732
H 0.887 5.969 -0.913
H 2.349 6.762 -1.470
H 1.249 6.007 -2.664
C -1.793 6.406 -4.365
C -0.888 5.220 -4.190
O -1.013 4.767 -2.801
C -0.293 3.632 -2.548
C -0.656 2.991 -1.250
C -0.751 1.498 -1.265
C -1.933 0.824 -0.535
O 0.183 0.807 -1.723
O 0.549 3.266 -3.370
H -1.590 6.940 -5.299
H -2.829 6.058 -4.437
H -1.690 7.159 -3.574
H -1.184 4.402 -4.877
H 0.156 5.488 -4.407
H -1.370 3.570 -0.622
H -2.530 1.605 0.004
H -2.625 0.253 -1.222
H -1.476 0.049 0.148
*
```

Summary:
F_max in eV/Å: 3.96
Highest occupied orbital energy in Eh: -0.1069
Energy in a.u.: -1162.3264
Kohn-Sham gap in eV: 5.66
Lowest unoccupied orbital energy in eV: 2.75

The following is a quantum chemistry calculation of a structure of composition C9H7CrNO3 at a distorted geometry, from the Open Molecules 2025 dataset.

Geometry as ORCA input:
```
! RIJCOSX wB97M-V def2-TZVPD def2/J DEFGRID3
* xyz 2 5
O -1.292 -2.814 -3.616
C -1.445 -1.874 -2.979
Cr -1.690 -0.375 -1.964
C -3.327 -0.446 -1.158
C -1.601 1.104 -3.032
O -4.354 -0.491 -0.651
O -1.546 2.031 -3.703
C 2.411 0.415 2.702
C 1.413 0.270 1.592
C 0.532 -0.818 1.586
C -0.380 -0.957 0.538
N -0.419 -0.043 -0.469
C 0.424 1.027 -0.482
C 1.352 1.205 0.548
H 1.882 0.494 3.675
H 3.075 -0.476 2.722
H 3.043 1.318 2.567
H 0.560 -1.556 2.377
H -1.052 -1.805 0.518
H 0.389 1.737 -1.295
H 2.024 2.054 0.523
*
```

Summary:
F_max in eV/Å: 9.08
Highest occupied orbital energy (alpha / beta) in Eh: -0.6564 / -0.6560
Energy in a.u.: -1671.3645
Kohn-Sham gap (alpha / beta) in eV: 6.53 / 6.77
Lowest unoccupied orbital energy (alpha / beta) in eV: -11.33 / -11.08

The following is a quantum chemistry calculation of the molecule C2H4N4O at a distorted geometry, from the Open Molecules 2025 dataset.

Geometry as ORCA input:
```
! RIJCOSX wB97M-V def2-TZVPD def2/J DEFGRID3
* xyz 0 1
C 1.322 -0.778 -0.013
C -0.743 0.743 -0.062
H 1.550 -1.442 0.818
H 1.820 0.208 0.251
H 1.776 -1.226 -0.908
H -0.483 2.677 0.184
N -0.082 -0.480 -0.108
N -1.038 -1.360 -0.036
N -2.183 -0.780 -0.043
N -1.989 0.598 0.000
O 0.050 1.839 -0.083
*
```

Summary:
F_max in eV/Å: 3.77
Highest occupied orbital energy in Eh: -0.3734
Structure (SMILES): Cn1nnnc1O
Energy above the lowest of the compared OMol25 structures with the same formula, charge and spin in kcal per mole: 49.44
Energy in a.u.: -372.8215
Kohn-Sham gap in eV: 10.58
Lowest unoccupied orbital energy in eV: 0.42

The following is a quantum chemistry calculation of a cluster of 2 separate species, C5H6I2NO in total at a distorted geometry, from the Open Molecules 2025 dataset.

Geometry as ORCA input:
```
! RIJCOSX wB97M-V def2-TZVPD def2/J DEFGRID3
* xyz 1 1
C -2.089 0.499 0.801
C -0.858 0.647 0.554
C 1.472 1.355 -0.272
C 0.472 1.046 0.778
C -0.198 -1.617 -0.600
N -1.027 -2.234 0.013
O 1.155 1.326 -1.550
I 3.433 1.680 0.411
I 1.990 -2.050 -0.688
H -3.025 1.158 1.082
H 0.540 1.305 1.844
H -0.377 -0.846 -1.301
H 1.912 1.131 -2.170
H -2.595 -0.378 0.485
H -0.805 -3.022 0.613
*
```

Summary:
F_max in eV/Å: 4.23
Highest occupied orbital energy in Eh: -0.4807
Energy in a.u.: -919.0808
Kohn-Sham gap in eV: 7.10
Lowest unoccupied orbital energy in eV: -5.99

Repeat the fourth record exactly.
The following is a quantum chemistry calculation of a cluster of 2 separate species, C5H6I2NO in total at a distorted geometry, from the Open Molecules 2025 dataset.

Geometry as ORCA input:
```
! RIJCOSX wB97M-V def2-TZVPD def2/J DEFGRID3
* xyz 1 1
C -2.089 0.499 0.801
C -0.858 0.647 0.554
C 1.472 1.355 -0.272
C 0.472 1.046 0.778
C -0.198 -1.617 -0.600
N -1.027 -2.234 0.013
O 1.155 1.326 -1.550
I 3.433 1.680 0.411
I 1.990 -2.050 -0.688
H -3.025 1.158 1.082
H 0.540 1.305 1.844
H -0.377 -0.846 -1.301
H 1.912 1.131 -2.170
H -2.595 -0.378 0.485
H -0.805 -3.022 0.613
*
```

Summary:
F_max in eV/Å: 4.23
Highest occupied orbital energy in Eh: -0.4807
Energy in a.u.: -919.0808
Kohn-Sham gap in eV: 7.10
Lowest unoccupied orbital energy in eV: -5.99

Repeat the third record exactly.
The following is a quantum chemistry calculation of the molecule C2H4N4O at a distorted geometry, from the Open Molecules 2025 dataset.

Geometry as ORCA input:
```
! RIJCOSX wB97M-V def2-TZVPD def2/J DEFGRID3
* xyz 0 1
C 1.322 -0.778 -0.013
C -0.743 0.743 -0.062
H 1.550 -1.442 0.818
H 1.820 0.208 0.251
H 1.776 -1.226 -0.908
H -0.483 2.677 0.184
N -0.082 -0.480 -0.108
N -1.038 -1.360 -0.036
N -2.183 -0.780 -0.043
N -1.989 0.598 0.000
O 0.050 1.839 -0.083
*
```

Summary:
F_max in eV/Å: 3.77
Highest occupied orbital energy in Eh: -0.3734
Structure (SMILES): Cn1nnnc1O
Energy above the lowest of the compared OMol25 structures with the same formula, charge and spin in kcal per mole: 49.44
Energy in a.u.: -372.8215
Kohn-Sham gap in eV: 10.58
Lowest unoccupied orbital energy in eV: 0.42

> What is the energy in the third record?

-372.8215 a.u.